Here is 2 unconnected molecules or ions with the total composition C4H9N2O from the OMol25 dataset. Energies are from the ωB97M-V functional and the def2-TZVPD basis.

The geometry in XYZ format:
```
16
Properties=species:S:1:pos:R:3
C -0.0721 -0.0483 2.9000
C -0.2687 0.1883 1.6255
C -0.7722 0.2006 -1.3418
C 0.6764 -0.2727 0.6347
N -0.1563 0.1171 -4.5597
N 0.5830 0.2644 -0.7999
O -0.0430 -0.0387 -3.3389
H -0.8460 0.3828 3.5217
H 0.7286 -0.4548 3.3599
H -1.1246 0.5691 1.2373
H -1.2885 1.1601 -1.3177
H 0.7598 -1.3027 0.5843
H 1.6699 0.0154 1.0344
H -1.0092 0.4989 -4.9606
H 1.0242 -0.4931 -1.3392
H 0.9969 1.2747 -0.9431
```

Values from the calculation:
ΔE to the lowest compared entry with this formula, charge and spin   10.175 eV
Maximum force   4.1 eV/Å
Net charge   +1
HOMO-LUMO gap   8.137 eV
E_HOMO   -13.70 eV

Mulliken atomic charge list, values in e, 8 entries: number 1, C, carries -0.9636; number 2, C, carries -0.0970; number 3, C, carries -0.3451; number 4, C, carries -0.3985; number 5, N, carries 0.0470; number 6, N, carries -0.0594; number 7, O, carries -0.2214; number 8, H, carries 0.2527